No. 1
78
Properties=species:S:1:pos:R:3:forces:R:3:lowdin_spin:R:1 method="wB97M-V/def2-TZVPD" multiplicity=2 e_homo_ev="-12.463 / -12.153" charge=+2
Mo 0.909 1.043 -0.007 2.740 1.566 2.383 0.831
C 2.508 0.885 -3.926 0.192 0.874 -0.687 -0.001
C 2.718 2.191 -4.389 -0.112 -1.152 0.199 0.002
C 2.433 3.231 -3.544 -0.209 0.263 0.966 -0.001
C 1.925 3.003 -2.250 0.385 -1.829 -1.151 0.005
N 1.715 1.712 -1.805 0.526 0.906 -2.177 0.004
C 2.038 0.706 -2.654 -0.403 -0.103 0.526 0.009
C 1.687 4.162 -1.413 -0.359 1.497 1.441 0.001
C 1.398 5.425 -1.945 0.060 -0.803 0.047 0.001
C 1.174 6.514 -1.131 0.134 -0.119 0.949 -0.003
C 1.307 6.375 0.261 -0.094 0.277 -0.821 0.000
C 1.626 5.150 0.775 0.170 -0.461 0.010 -0.003
N 1.771 4.066 -0.033 0.113 1.931 -1.426 -0.001
H 2.719 0.035 -4.552 0.066 -0.146 -0.030 0.000
H 3.123 2.363 -5.372 0.024 0.080 -0.128 0.000
H 2.646 4.238 -3.856 0.042 0.119 -0.040 0.000
H 1.894 -0.305 -2.260 0.065 0.387 -0.123 0.005
H 1.303 5.530 -3.012 -0.050 0.000 -0.084 0.000
H 0.899 7.464 -1.558 -0.008 0.126 -0.063 0.000
H 1.156 7.217 0.916 0.040 0.008 0.096 0.000
H 1.772 4.974 1.833 -0.084 -0.133 -0.059 0.000
C -2.930 -7.147 2.275 -0.032 -0.137 0.001 0.000
C -2.355 -5.902 1.697 0.112 0.309 -0.120 0.001
C -2.722 -4.657 2.194 0.159 -0.005 -0.129 0.000
C -2.140 -3.494 1.719 0.117 0.401 -0.078 0.001
C -2.558 -2.150 2.212 -0.098 -0.107 0.092 0.000
C -1.177 -3.585 0.717 0.042 0.127 0.258 0.005
Te 0.154 -1.998 0.107 -0.100 0.160 0.321 0.028
N -0.459 -0.190 -0.684 -0.658 -0.934 0.125 0.007
C -1.119 -0.618 -1.757 -0.392 -0.977 -0.678 0.004
O -1.157 -1.866 -1.919 -0.245 0.438 -0.209 -0.003
C -1.752 0.327 -2.670 -0.295 0.320 -0.405 0.001
C -2.558 -0.149 -3.705 0.150 0.002 0.208 0.000
C -3.208 0.740 -4.540 -0.047 0.010 -0.036 -0.001
C -3.058 2.107 -4.353 0.053 -0.017 0.042 0.001
C -2.244 2.587 -3.335 -0.042 0.066 -0.096 0.002
C -1.602 1.705 -2.492 0.166 -0.093 0.239 0.018
C 0.635 -0.597 1.722 0.026 0.218 0.220 0.011
C 1.826 -0.977 2.401 0.187 -0.039 0.065 0.010
C 2.452 -2.301 2.072 0.237 -0.062 0.001 0.002
C 2.381 -0.170 3.368 -0.284 -0.030 -0.273 0.006
C 1.775 1.036 3.740 -0.459 -0.064 -0.270 0.005
C 2.400 1.912 4.767 0.099 0.005 0.095 0.000
C 0.569 1.369 3.153 0.438 -0.189 -0.017 0.018
C -0.032 0.613 2.123 -0.949 -0.247 0.460 0.003
C -1.460 1.030 1.781 -0.195 0.181 -0.223 0.007
C -0.836 -4.815 0.139 0.081 0.295 -0.061 0.001
C 0.123 -4.893 -1.010 0.050 -0.102 -0.145 0.001
C -1.441 -5.954 0.647 -0.050 0.113 0.116 0.000
H -3.677 -6.917 3.029 -0.064 -0.072 0.034 0.000
H -2.139 -7.734 2.738 0.008 -0.088 0.061 0.000
H -3.381 -7.759 1.498 -0.075 -0.091 -0.024 0.000
H -3.475 -4.587 2.964 -0.066 0.015 0.106 0.000
H -3.393 -2.220 2.905 -0.029 0.019 0.047 0.000
H -2.883 -1.567 1.345 0.030 0.108 0.210 0.000
H -1.724 -1.663 2.726 -0.161 0.099 -0.078 0.000
H -2.679 -1.214 -3.824 -0.002 -0.106 -0.040 0.000
H -3.841 0.362 -5.327 -0.055 0.016 -0.065 0.000
H -3.585 2.803 -4.988 -0.021 0.024 -0.094 0.000
H -2.124 3.652 -3.195 -0.041 0.094 0.023 0.000
H -0.987 2.079 -1.672 -0.178 -0.035 -0.174 0.018
H 1.685 -3.085 2.070 0.200 -0.122 0.093 0.000
H 3.203 -2.563 2.816 -0.047 -0.085 -0.046 0.000
H 2.943 -2.289 1.091 -0.034 -0.044 0.169 0.000
H 3.300 -0.466 3.855 0.063 -0.103 0.023 0.000
H 2.585 1.349 5.679 0.025 0.042 0.146 0.000
H 1.770 2.767 4.995 -0.034 0.060 0.097 0.000
H 3.361 2.274 4.408 0.106 0.050 -0.007 0.000
H 0.064 2.266 3.495 -0.087 -0.037 -0.050 0.001
H -1.833 1.695 2.559 0.011 -0.037 0.036 0.000
H -2.136 0.183 1.722 0.063 0.109 -0.091 0.000
H -1.532 1.582 0.828 -0.121 -0.194 0.389 0.007
H -0.074 -4.078 -1.716 0.144 -0.260 -0.041 0.000
H -0.003 -5.835 -1.539 0.040 0.011 -0.033 0.000
H 1.160 -4.844 -0.666 -0.021 0.013 -0.108 0.000
H -1.195 -6.913 0.217 0.084 -0.123 -0.110 0.000
N 2.529 1.998 1.075 0.782 -0.816 0.564 0.001
C 1.841 2.785 0.467 -1.827 -1.373 -0.367 -0.010


No. 2
78
Properties=species:S:1:pos:R:3:forces:R:3:mulliken_charge:R:1 method="wB97M-V/def2-TZVPD" multiplicity=1 e_homo_ev=-11.344 charge=+1
C 6.103 2.434 -1.829 -0.054 0.313 -0.519 -1.034
C 4.742 3.350 -1.879 -0.471 -0.826 0.289 -0.269
C 4.092 3.192 -3.388 0.905 -0.457 0.166 -0.709
C 2.906 2.070 -3.323 3.030 -1.173 -1.919 0.160
N 1.524 2.585 -3.014 -0.783 -0.374 0.212 0.113
C 1.453 3.980 -2.440 -1.477 2.967 0.000 -0.476
C -0.115 4.331 -1.974 -0.226 0.759 0.745 -0.421
O -1.116 3.468 -2.627 2.341 -0.388 0.904 -0.387
C -0.879 2.062 -2.265 -0.939 0.025 0.545 -0.497
C 0.718 1.682 -2.069 -2.713 -1.026 0.585 -0.339
N 0.857 0.206 -2.372 -0.991 1.181 1.206 -0.348
H 5.823 1.320 -2.131 0.600 2.291 0.804 0.210
H 6.810 2.837 -2.686 -1.217 -0.847 1.950 0.334
H 6.651 2.457 -0.776 -1.258 -0.057 -2.383 0.328
H 3.964 2.828 -1.139 1.638 1.359 -1.304 0.191
H 4.895 4.471 -1.541 -0.167 -2.396 -0.798 0.294
H 3.809 4.203 -3.904 0.329 -1.982 1.077 0.312
H 4.961 2.722 -4.059 -2.090 0.950 1.327 0.429
H 2.851 1.566 -4.400 -0.070 0.984 2.406 0.286
H 3.287 1.215 -2.592 -1.372 1.996 -1.387 -0.376
H 0.982 2.580 -3.925 0.686 0.269 1.254 0.473
H 1.692 4.764 -3.305 -0.170 -1.951 2.023 0.366
H 2.105 4.164 -1.486 -0.887 -0.796 -2.177 0.198
H -0.193 4.284 -0.784 0.098 -0.198 -2.507 0.272
H -0.388 5.453 -2.255 0.706 -2.586 0.405 0.363
H -1.484 1.852 -1.267 1.524 0.214 -1.867 0.261
H -1.414 1.409 -3.103 1.444 1.388 1.602 0.282
H 1.015 1.961 -0.969 -0.187 -0.784 -2.260 0.370
H 0.136 -0.124 -3.079 1.072 0.754 1.247 0.302
H 0.640 -0.279 -1.453 0.547 0.513 -1.658 0.360
C 2.838 -2.100 -1.941 -0.003 -0.441 0.084 -0.303
C 3.402 -1.330 -0.925 -0.020 -0.402 0.368 -0.153
C 3.613 -1.885 0.338 -0.025 0.274 -0.317 -0.931
C 3.248 -3.214 0.589 -0.044 0.454 -0.536 0.285
C 2.662 -3.977 -0.419 0.105 0.640 -0.355 0.188
C 2.467 -3.422 -1.691 0.082 0.355 -0.075 -0.766
C 2.227 -5.363 -0.151 -0.670 -1.117 -0.922 0.587
O 1.715 -6.035 -1.038 0.334 0.559 0.499 -0.664
C 2.410 -5.924 1.202 -0.109 -0.463 0.364 0.207
C 1.950 -7.216 1.486 0.027 -0.144 0.276 -0.552
C 2.132 -7.760 2.759 0.009 0.246 -0.319 -0.481
C 2.780 -7.019 3.748 0.073 0.319 -0.178 -0.467
C 3.234 -5.729 3.470 -0.103 -0.256 0.068 -0.543
C 3.040 -5.177 2.197 -0.028 -0.411 0.401 0.239
C 3.492 -3.799 1.923 0.714 0.606 1.338 0.469
O 4.057 -3.146 2.793 -0.390 -0.326 -0.671 -0.667
H 2.682 -1.670 -2.928 0.043 -0.128 0.205 0.506
H 3.680 -0.295 -1.116 0.025 -0.149 0.092 0.356
H 4.059 -1.279 1.125 -0.084 -0.318 -0.064 0.474
H 2.022 -4.016 -2.488 0.100 -0.015 0.310 0.471
H 1.447 -7.802 0.719 0.170 0.276 0.080 0.454
H 1.769 -8.761 2.979 0.071 0.199 -0.070 0.395
H 2.927 -7.445 4.738 -0.018 0.103 -0.194 0.402
H 3.734 -5.156 4.248 -0.117 -0.011 -0.310 0.453
C -4.244 2.063 -1.322 -0.075 0.058 0.358 -0.696
C -4.593 0.722 -1.484 -0.124 -0.114 0.368 -0.518
C -5.177 0.020 -0.428 0.158 0.114 -0.290 -0.604
C -5.403 0.658 0.798 0.289 0.118 -0.663 0.200
C -5.031 1.991 0.967 0.206 -0.045 -0.670 0.243
C -4.461 2.699 -0.099 0.104 -0.147 -0.273 -0.606
C -5.219 2.659 2.271 0.284 1.409 0.417 0.537
O -4.896 3.832 2.419 -0.117 -0.699 -0.189 -0.675
C -5.792 1.893 3.395 -0.136 -0.001 0.588 0.238
C -5.922 2.496 4.652 -0.122 -0.145 0.261 -0.554
C -6.475 1.783 5.717 0.136 0.112 -0.364 -0.470
C -6.908 0.471 5.528 0.085 -0.057 -0.357 -0.465
C -6.775 -0.135 4.278 -0.015 0.117 0.261 -0.565
C -6.207 0.574 3.212 -0.195 -0.065 0.563 0.195
C -6.038 -0.087 1.903 -0.592 -1.552 0.024 0.599
O -6.414 -1.242 1.737 0.321 0.815 0.024 -0.663
H -3.797 2.612 -2.148 -0.122 -0.016 0.130 0.687
H -4.412 0.223 -2.433 -0.092 0.060 0.151 0.433
H -5.452 -1.025 -0.563 -0.027 0.261 0.206 0.478
H -4.181 3.744 0.021 -0.144 -0.242 0.152 0.491
H -5.589 3.522 4.808 -0.060 -0.249 -0.214 0.450
H -6.570 2.252 6.694 0.021 -0.071 -0.208 0.401
H -7.346 -0.083 6.356 0.083 0.095 -0.180 0.396
H -7.111 -1.162 4.139 0.144 0.269 -0.134 0.457


No. 3
80
Properties=species:S:1:pos:R:3:forces:R:3:lowdin_spin:R:1 method="wB97M-V/def2-TZVPD" multiplicity=3 e_homo_ev="-8.897 / -9.063" e_above_lowest_kcal_mol=0.00 charge=+1
V -0.068 0.060 0.128 -0.235 -0.791 -0.055 1.984
C -3.634 5.727 1.365 0.034 -0.050 -0.004 0.000
C -2.708 4.680 0.802 -0.039 0.047 0.011 0.000
C -1.371 4.961 0.528 0.048 0.023 0.032 0.001
C -0.522 3.991 0.031 0.072 0.088 0.034 -0.001
C -0.960 2.692 -0.247 0.205 -0.234 -0.337 0.004
N -0.045 1.697 -0.698 0.137 1.050 -0.120 -0.037
C 1.055 2.191 -1.471 -0.502 0.218 0.361 0.006
C 0.775 2.892 -2.641 -0.025 0.036 -0.112 -0.002
C 1.755 3.587 -3.318 -0.002 -0.066 -0.063 0.000
C 3.067 3.599 -2.845 0.023 0.075 -0.030 -0.001
C 4.143 4.376 -3.554 -0.033 -0.048 -0.005 0.000
C 3.361 2.842 -1.724 0.092 -0.109 -0.089 0.001
C 2.376 2.126 -1.051 0.150 -0.207 0.162 -0.001
N 2.760 1.303 0.054 -0.188 0.091 -0.122 0.002
C 3.966 1.261 0.664 0.066 0.067 -0.011 0.011
C 3.990 0.162 1.481 0.016 -0.047 0.047 0.002
C 2.740 -0.434 1.303 -0.056 -0.096 -0.009 0.012
N 1.996 0.259 0.451 0.640 0.096 0.177 -0.001
C -2.303 2.417 0.027 -0.160 -0.226 -0.090 0.001
C -3.147 3.391 0.553 -0.064 0.001 0.092 0.000
N -2.870 1.145 -0.264 0.204 0.070 -0.016 0.003
C -4.124 0.895 -0.696 -0.031 0.070 -0.037 0.010
C -4.215 -0.447 -0.961 -0.034 -0.043 -0.013 0.002
C -2.945 -0.952 -0.678 0.010 -0.014 -0.039 0.011
N -2.133 0.008 -0.249 -0.556 0.083 0.086 0.001
H -3.367 6.719 1.004 0.001 -0.022 0.000 0.000
H -4.669 5.531 1.085 0.018 0.000 0.004 0.000
H -3.586 5.749 2.456 0.010 -0.004 -0.019 0.000
H -0.982 5.955 0.716 -0.014 -0.021 -0.019 0.000
H 0.515 4.240 -0.156 -0.016 -0.002 -0.031 0.000
H -0.250 2.897 -2.994 0.024 0.052 0.030 0.000
H 1.505 4.124 -4.225 -0.003 0.013 0.050 0.000
H 3.752 5.317 -3.938 0.007 0.000 -0.001 0.000
H 4.977 4.599 -2.889 -0.017 -0.011 -0.008 0.000
H 4.535 3.812 -4.403 -0.017 -0.007 0.011 0.000
H 4.389 2.791 -1.392 -0.024 -0.015 -0.021 0.000
H 4.725 1.997 0.471 -0.043 0.012 0.016 0.001
H 4.798 -0.170 2.109 -0.020 0.010 -0.026 0.000
H 2.363 -1.347 1.737 -0.014 0.085 0.018 0.001
H -4.173 3.125 0.780 0.042 0.003 -0.021 0.000
H -4.841 1.688 -0.820 0.032 -0.011 0.007 0.001
H -5.070 -0.984 -1.334 0.040 0.017 0.012 0.000
H -2.576 -1.952 -0.812 0.037 -0.021 0.015 0.000
C -0.476 -7.856 -1.856 -0.008 0.040 0.002 0.000
C -0.345 -6.356 -1.866 -0.004 -0.053 0.022 0.002
C 0.147 -5.681 -2.973 0.005 0.030 -0.071 -0.001
C 0.318 -4.300 -2.989 -0.015 0.005 -0.043 0.000
C 0.857 -3.663 -4.244 0.013 -0.027 0.076 -0.003
C -0.010 -3.555 -1.842 -0.079 0.009 -0.049 -0.002
Te 0.445 -1.473 -1.971 0.253 -0.303 -0.279 -0.023
C -0.542 -4.215 -0.729 0.006 -0.046 -0.021 0.002
C -0.988 -3.525 0.528 0.077 -0.004 0.062 -0.002
C -0.695 -5.600 -0.760 -0.034 -0.002 -0.005 0.000
H -0.384 -8.269 -2.859 -0.009 0.015 0.012 0.000
H -1.438 -8.167 -1.446 0.007 0.005 -0.008 0.000
H 0.303 -8.307 -1.237 -0.005 0.002 -0.009 0.000
H 0.411 -6.244 -3.863 -0.006 0.016 0.036 0.000
H 0.870 -4.382 -5.061 0.016 -0.005 0.023 0.000
H 1.876 -3.296 -4.094 -0.023 0.008 0.007 -0.001
H 0.252 -2.807 -4.549 -0.015 -0.021 -0.016 -0.001
H -0.556 -2.524 0.600 0.050 0.081 0.046 -0.002
H -0.693 -4.100 1.407 0.049 0.037 0.028 0.000
H -2.073 -3.423 0.577 -0.040 0.005 0.006 0.000
H -1.107 -6.099 0.114 0.038 0.028 -0.029 0.000
N -0.419 1.602 4.041 0.016 0.004 0.214 0.006
C -0.486 1.542 2.706 -0.063 -0.148 -0.151 0.012
N -0.246 0.333 2.236 0.074 0.003 0.648 0.000
C 0.016 -0.458 3.375 -0.050 0.120 -0.223 0.001
C 0.361 -1.802 3.513 0.001 -0.018 -0.031 0.000
C 0.566 -2.290 4.786 -0.005 0.007 0.001 0.001
C 0.434 -1.471 5.920 0.018 -0.030 -0.026 0.000
C 0.102 -0.140 5.802 -0.014 0.037 0.002 0.000
C -0.098 0.339 4.512 -0.037 0.125 0.037 0.000
H -0.577 2.428 4.593 -0.001 0.002 -0.007 0.000
H -0.719 2.408 2.105 0.024 -0.014 0.012 0.001
H 0.474 -2.447 2.656 -0.049 -0.072 -0.109 0.000
H 0.832 -3.331 4.915 0.003 0.021 0.007 0.000
H 0.604 -1.892 6.902 -0.011 -0.004 -0.022 0.000
H 0.003 0.501 6.668 0.005 -0.015 -0.013 0.000


Let's list electronic energy in order: -2022.65383 -1878.18913 -2988.03250 hartree.